This record from the OMol25 dataset describes C56H43AsBr3ClN3O5STeW as an isolated structure in a non-equilibrium geometry. The level of theory is the ωB97M-V functional and the def2-TZVPD basis.

XYZ file:
```
115
Properties=species:S:1:pos:R:3:lowdin_spin:R:1
W -0.711 -0.850 -1.090 0.7824
C 0.775 -0.371 -4.515 0.0003
C 1.741 -0.821 -3.464 0.0028
C 3.048 -1.095 -3.796 -0.0007
C 3.969 -1.557 -2.854 0.0039
C 3.504 -1.862 -1.570 0.0007
C 4.273 -2.406 -0.512 0.0005
Br 6.119 -2.776 -0.784 0.0002
C 3.753 -2.656 0.746 -0.0004
C 2.401 -2.484 0.965 0.0006
Br 1.594 -2.717 2.669 0.0039
C 1.576 -2.048 -0.084 0.0117
O 0.231 -1.974 0.048 0.0576
C 2.130 -1.623 -1.298 0.0079
N 1.262 -0.971 -2.170 0.0056
H 1.302 -0.128 -5.435 -0.0001
H 0.205 0.520 -4.209 -0.0001
H 0.061 -1.170 -4.734 0.0004
H 3.363 -0.949 -4.816 -0.0001
H 4.997 -1.725 -3.116 0.0002
H 4.396 -2.991 1.542 0.0000
S -2.107 -0.870 -3.196 0.0269
C -2.656 0.731 -3.680 0.0021
C -3.699 0.843 -4.602 0.0026
C -4.137 2.083 -5.014 -0.0004
C -3.535 3.230 -4.514 0.0033
C -2.504 3.129 -3.595 -0.0006
C -2.043 1.884 -3.164 0.0017
As -0.614 1.587 -1.803 -0.0020
C 0.776 2.872 -2.572 -0.0018
C 1.976 2.391 -3.094 0.0000
C 2.898 3.252 -3.670 0.0000
C 2.647 4.612 -3.717 0.0001
C 1.482 5.112 -3.156 -0.0001
C 0.557 4.252 -2.589 -0.0003
C -1.280 2.942 -0.478 0.0010
C -0.369 3.534 0.402 0.0000
C -0.801 4.377 1.410 0.0002
C -2.150 4.663 1.545 -0.0003
C -3.056 4.125 0.647 0.0001
C -2.629 3.265 -0.354 -0.0001
H -4.151 -0.060 -4.980 0.0001
H -4.957 2.151 -5.711 -0.0001
H -3.874 4.201 -4.837 0.0002
H -2.050 4.025 -3.190 -0.0001
H 2.212 1.338 -3.040 0.0000
H 3.810 2.850 -4.086 0.0000
H 3.358 5.279 -4.179 0.0000
H 1.291 6.174 -3.159 0.0000
H -0.335 4.652 -2.122 0.0000
H 0.690 3.336 0.272 0.0000
H -0.090 4.812 2.094 0.0000
H -2.488 5.312 2.337 0.0000
H -4.102 4.376 0.724 0.0000
H -3.346 2.856 -1.058 0.0001
C -3.694 -0.237 -0.504 0.0161
O -2.301 -0.275 -0.353 0.0745
C -0.079 0.381 0.776 0.0148
C -0.825 0.470 1.954 0.0211
C -0.252 0.896 3.147 0.0045
Br -1.324 0.987 4.711 0.0022
C 1.065 1.285 3.201 -0.0003
C 1.838 1.291 2.036 0.0032
C 1.242 0.834 0.858 -0.0004
O 1.898 0.861 -0.371 0.0060
C 3.210 1.739 2.169 -0.0003
N 3.786 1.773 3.339 0.0014
C 5.049 2.243 3.137 0.0001
C 6.072 2.484 4.049 0.0003
C 7.249 3.006 3.558 0.0001
C 7.423 3.267 2.193 0.0005
C 6.430 3.016 1.268 -0.0001
C 5.238 2.510 1.759 0.0004
N 4.052 2.158 1.153 0.0002
H -3.966 0.468 -1.303 0.0034
H -4.161 0.092 0.430 0.0024
H -4.073 -1.234 -0.770 0.0005
H -1.894 0.263 1.962 0.0133
H 1.527 1.631 4.110 0.0000
H 2.856 0.831 -0.242 0.0001
H 5.926 2.270 5.096 0.0000
H 8.058 3.222 4.240 0.0000
H 8.361 3.680 1.856 0.0000
H 6.574 3.211 0.215 0.0000
H 3.799 2.399 0.207 0.0000
Cl -0.658 -5.134 0.083 0.0674
C -1.147 -4.818 -1.595 0.0034
C -1.246 -3.322 -1.688 0.0120
O -0.370 -2.687 -2.317 0.0065
O -2.128 -2.679 -1.057 0.0590
H -2.096 -5.317 -1.779 0.0000
H -0.360 -5.178 -2.256 0.0012
Te -1.968 -2.549 1.522 0.6203
C -1.618 -3.536 3.416 0.0475
C -2.088 -2.891 4.549 0.0226
C -1.801 -3.405 5.803 0.0032
C -1.045 -4.557 5.928 0.0008
C -0.594 -5.211 4.795 -0.0008
C -0.880 -4.703 3.539 0.0036
C -3.942 -3.434 1.482 0.0353
C -5.070 -2.641 1.673 0.0167
C -6.335 -3.209 1.658 -0.0001
C -6.486 -4.569 1.445 0.0062
C -5.366 -5.364 1.262 -0.0002
C -4.099 -4.803 1.286 0.0098
H -2.669 -1.983 4.458 0.0068
H -2.159 -2.892 6.682 0.0002
H -0.800 -4.944 6.906 0.0001
H -0.009 -6.111 4.883 -0.0001
H -0.506 -5.207 2.660 0.0000
H -4.966 -1.579 1.857 0.0038
H -7.203 -2.586 1.820 -0.0002
H -7.473 -5.009 1.428 0.0004
H -5.481 -6.427 1.111 -0.0001
H -3.229 -5.436 1.164 0.0006
```

Net charge: +1
Multiplicity: 3
HOMO energy (alpha / beta): -9.55 / -9.80 eV



This record from the OMol25 dataset describes C56H44CaN3O5S4 as an isolated structure. The level of theory is the ωB97M-V functional and the def2-TZVPD basis.

XYZ file:
```
113
Properties=species:S:1:pos:R:3:mulliken_charge:R:1
Ca 0.896 0.518 -1.769 1.6594
C -1.280 -3.361 -3.291 -2.0560
C -0.446 -2.412 -2.469 0.1256
N -0.471 -1.144 -2.686 1.0842
N -1.347 -0.692 -3.697 -1.2021
C -1.143 0.487 -4.221 0.3428
S 0.073 1.704 -4.087 -0.2405
S -2.383 0.766 -5.524 -0.2146
C -1.715 -0.410 -6.741 -1.0460
C -0.343 -0.065 -7.245 0.5835
C 0.778 -0.655 -6.676 0.0612
C 2.055 -0.287 -7.076 -0.1464
C 2.224 0.678 -8.056 -0.7315
C 1.108 1.264 -8.643 -0.4762
C -0.164 0.894 -8.237 -0.5185
C 0.482 -3.024 -1.441 0.9367
C 0.461 -4.423 -1.331 -1.3359
C 1.338 -5.142 -0.538 -1.1906
C 2.333 -4.450 0.151 -0.3514
C 2.376 -3.075 0.108 -0.8387
C 1.417 -2.310 -0.604 1.0580
O 1.363 -1.039 -0.396 0.1961
H -1.805 -2.809 -4.061 0.4303
H -2.017 -3.864 -2.661 0.4228
H -0.651 -4.125 -3.749 0.3904
H -2.447 -0.404 -7.550 0.5016
H -1.711 -1.391 -6.265 0.2755
H 0.647 -1.397 -5.896 0.1407
H 2.917 -0.743 -6.604 0.2621
H 3.219 0.985 -8.353 0.3915
H 1.231 2.019 -9.410 0.3651
H -1.034 1.366 -8.681 0.3583
H -0.278 -4.977 -1.890 0.3903
H 1.257 -6.219 -0.471 0.3857
H 3.070 -4.993 0.733 0.3981
H 3.130 -2.515 0.649 0.3819
O 4.744 2.299 -2.101 -0.8173
C 3.730 1.612 -2.144 0.0889
O 2.639 1.786 -1.512 -0.6839
C 3.790 0.359 -3.058 0.3321
C 4.940 0.134 -3.805 -0.7846
C 5.012 -0.988 -4.609 -0.1464
C 3.937 -1.864 -4.638 -1.2730
C 2.828 -1.564 -3.867 -0.2436
N 2.746 -0.478 -3.102 0.5237
H 5.743 0.851 -3.721 0.5541
H 5.892 -1.179 -5.212 0.4063
H 3.949 -2.760 -5.244 0.3890
H 1.964 -2.220 -3.852 0.4502
C -4.902 -4.815 4.132 -1.5441
C -3.996 -3.918 3.332 1.0977
C -4.384 -2.621 3.009 -1.0116
C -3.567 -1.797 2.249 -0.4978
C -2.343 -2.278 1.818 -0.0959
C -1.942 -3.577 2.101 -0.1755
C -2.769 -4.386 2.865 -0.8807
S -1.287 -1.241 0.815 1.2231
O -2.180 -0.197 0.225 -0.8135
C -0.364 -0.512 2.198 1.6023
C 0.727 -1.322 2.613 -0.9413
C 1.569 -0.894 3.586 -1.2735
C 1.394 0.384 4.180 1.0095
C 2.307 0.881 5.143 -0.9768
C 2.150 2.127 5.675 -0.7012
C 1.064 2.933 5.270 -0.9191
C 0.163 2.473 4.354 -0.7651
C 0.303 1.181 3.784 1.0392
C -0.607 0.701 2.780 -1.0334
C -1.784 1.562 2.451 -0.3350
C -2.900 1.565 3.336 0.9348
C -2.964 0.698 4.464 -0.8681
C -4.052 0.699 5.283 -0.6866
C -5.142 1.568 5.027 -0.7227
C -5.109 2.405 3.954 -0.9717
C -3.991 2.423 3.076 0.9538
C -3.955 3.268 1.943 -1.2490
C -2.889 3.247 1.093 -0.7904
C -1.800 2.397 1.369 0.4215
S -0.505 2.399 0.115 1.0270
O -0.953 3.368 -0.928 -0.8842
C 0.762 3.202 1.081 0.4855
C 1.907 2.503 1.404 0.1231
C 2.910 3.146 2.119 -1.1258
C 2.779 4.474 2.493 1.0816
C 3.874 5.174 3.251 -1.7834
C 1.613 5.163 2.144 -0.7790
C 0.605 4.537 1.439 -0.5569
H -5.657 -4.237 4.664 0.3527
H -4.338 -5.398 4.861 0.3772
H -5.422 -5.523 3.483 0.2932
H -5.341 -2.248 3.356 0.3459
H -3.869 -0.794 1.978 0.6797
H -1.001 -3.955 1.714 0.2999
H -2.462 -5.401 3.093 0.4167
H 0.884 -2.282 2.137 0.3350
H 2.400 -1.514 3.904 0.4187
H 3.141 0.254 5.436 0.4360
H 2.859 2.503 6.401 0.3970
H 0.949 3.928 5.684 0.4353
H -0.654 3.106 4.033 0.4700
H -2.139 0.024 4.655 0.4313
H -4.087 0.029 6.133 0.4470
H -6.002 1.560 5.686 0.3849
H -5.940 3.069 3.745 0.4345
H -4.797 3.924 1.751 0.3727
H -2.843 3.863 0.205 0.7342
H 2.031 1.470 1.097 0.3978
H 3.814 2.604 2.370 0.3706
H 4.719 4.508 3.423 0.3567
H 3.515 5.528 4.220 0.3436
H 4.236 6.043 2.698 0.3958
H 1.505 6.205 2.424 0.3679
H -0.294 5.070 1.153 0.5004
```

Net charge: -1
Multiplicity: 1
HOMO energy: -4.60 eV



What is the formula in the first record? C56H43AsBr3ClN3O5STeW